C39H35AsBrCaCl2N2O7PS2 as an isolated structure in a non-equilibrium geometry. Source: the OMol25 dataset; level of theory: the ωB97M-V functional and the def2-TZVPD basis.

Results
LUMO energy: 3.562 eV
Energy relative to the best compared isomer or geometry (same formula, charge and spin): 12.45 kcal/mol
Total charge: -2
Frontier orbital gap: 5.70 eV
Multiplicity: 1

The geometry in XYZ format:
```
91
Properties=species:S:1:pos:R:3:forces:R:3
Ca 0.22428 -1.03485 -0.16015 -0.22 -0.54 -0.98
Cl 3.88208 -2.20118 -0.52344 -0.08 0.02 0.07
C 3.07201 -3.71779 -0.21883 0.11 0.07 -0.05
C 3.64123 -4.53783 0.73947 -0.04 -0.05 0.00
C 3.08881 -5.78298 0.99523 0.01 0.02 -0.01
C 1.98087 -6.18518 0.26517 0.03 0.01 0.02
C 1.43068 -5.34168 -0.68279 -0.20 -0.10 -0.05
Cl 0.05898 -5.95932 -1.56682 0.12 0.01 0.00
C 1.92010 -4.04912 -0.96369 0.00 0.00 -0.01
S 1.18417 -2.98831 -2.12030 0.15 0.10 -0.02
H 4.51287 -4.18822 1.27634 0.00 -0.01 0.00
H 3.51701 -6.43250 1.74833 0.00 0.01 0.00
H 1.52637 -7.15357 0.42739 0.00 0.00 0.00
S -1.66016 0.31461 -1.87924 -0.06 -0.07 -0.03
C -3.07543 -0.05559 -0.89997 0.09 0.02 -0.01
C -3.82256 -1.22332 -1.11008 -0.01 0.00 -0.03
C -4.92384 -1.51849 -0.32795 -0.01 0.00 0.02
C -5.31607 -0.65475 0.69041 0.02 0.01 -0.02
C -4.58736 0.50531 0.91350 -0.01 -0.03 -0.03
C -3.48252 0.81398 0.12688 0.01 0.12 0.02
As -2.31247 2.35614 0.43522 -0.02 0.00 0.04
C -3.18543 3.11754 2.04282 -0.02 -0.05 0.01
C -2.44158 3.06862 3.22007 -0.07 -0.01 0.08
C -2.95051 3.58347 4.40845 0.04 -0.03 -0.04
C -4.21431 4.15524 4.43332 -0.04 0.02 0.01
C -4.96598 4.21328 3.26544 0.02 0.00 -0.01
C -4.45173 3.69985 2.08214 0.02 0.02 -0.02
C -3.14496 3.61508 -0.83983 -0.04 -0.09 -0.05
C -3.72644 3.17893 -2.02898 -0.02 0.06 0.01
C -4.22393 4.09329 -2.94957 0.00 -0.02 -0.01
C -4.14788 5.45720 -2.70127 -0.01 -0.01 -0.01
C -3.56302 5.90254 -1.52362 0.01 0.00 0.03
C -3.06392 4.98644 -0.60637 0.03 0.04 -0.05
H -3.49228 -1.91147 -1.87846 0.00 0.01 0.00
H -5.46551 -2.44231 -0.49908 -0.01 0.00 0.01
H -6.16730 -0.89141 1.31948 -0.01 -0.01 -0.01
H -4.87338 1.16204 1.72605 0.00 0.02 0.00
H -1.46557 2.59755 3.21344 -0.09 -0.01 -0.02
H -2.35586 3.53101 5.31367 0.00 -0.01 0.00
H -4.61488 4.55468 5.35840 0.01 0.00 0.00
H -5.95486 4.65834 3.27485 0.00 0.00 0.01
H -5.04150 3.75557 1.17382 -0.01 -0.01 0.00
H -3.77489 2.11861 -2.24310 -0.01 0.01 0.01
H -4.67035 3.73161 -3.86915 0.00 0.02 0.00
H -4.53928 6.16734 -3.42091 0.01 0.00 0.00
H -3.49261 6.96483 -1.31652 0.00 -0.01 0.00
H -2.60962 5.35077 0.30893 0.01 -0.02 0.02
C 0.81591 2.84384 -2.19941 -0.05 0.01 0.04
O 2.19347 2.48345 -2.03584 0.02 0.06 -0.06
P 2.53490 0.91364 -1.72550 -0.03 -0.05 0.19
O 3.83380 1.16620 -0.77406 0.05 0.03 -0.02
C 3.75037 2.06928 0.32549 0.01 -0.06 -0.04
O 3.42357 0.47351 -3.01080 0.02 0.02 -0.09
C 2.82498 -0.42200 -3.95327 -0.01 0.02 0.02
H 0.75834 3.92901 -2.12036 0.02 0.00 0.00
H 0.18745 2.39140 -1.43083 0.02 -0.02 -0.01
H 0.44505 2.53852 -3.18071 0.00 0.00 0.03
H 4.24312 1.60062 1.17878 0.00 0.00 -0.02
H 2.71951 2.29055 0.59602 -0.03 0.00 -0.01
H 4.26487 2.99870 0.07024 -0.01 -0.02 0.00
H 3.20898 -1.42901 -3.80320 0.02 0.00 0.01
H 3.06929 -0.05856 -4.95262 0.00 0.00 0.01
H 1.73989 -0.47002 -3.84047 -0.01 0.01 0.00
C -3.77358 -0.90933 4.13461 -0.04 0.00 -0.04
N -3.08515 -1.65478 3.10166 -0.03 -0.02 0.09
C -3.49017 -2.92226 2.79064 0.01 0.07 -0.02
C -2.91506 -3.62629 1.81010 0.01 -0.03 -0.04
C -1.84004 -2.99697 1.04202 0.01 0.01 0.00
O -1.26979 -3.58211 0.11656 0.03 0.16 0.06
N -1.47400 -1.72206 1.36586 -0.48 -0.07 0.46
C -2.04296 -1.03928 2.37911 0.15 0.16 -0.18
O -1.70309 0.10454 2.69942 -0.03 -0.09 0.05
H -3.55503 -1.30912 5.12965 0.01 0.01 -0.01
H -4.85300 -0.94118 3.96409 0.01 -0.01 0.00
H -3.43723 0.12194 4.08463 0.03 0.02 0.00
H -4.31643 -3.30246 3.38069 0.01 0.00 0.02
H -3.24154 -4.62039 1.54468 0.02 0.00 0.02
Br 1.30975 3.06565 7.40563 0.00 0.01 0.01
C 1.28884 2.20729 5.70033 0.00 -0.02 -0.02
C 1.43932 0.83155 5.64021 0.00 0.01 0.03
C 1.41732 0.21317 4.39970 0.04 -0.01 -0.04
C 1.24411 0.95991 3.24260 -0.02 0.03 0.00
C 1.09061 2.33634 3.32961 0.00 0.00 0.03
C 1.11495 2.97491 4.56284 0.03 -0.01 -0.01
C 1.15863 0.27657 1.89952 -0.02 0.11 0.06
O 1.39307 -0.95445 1.83252 0.31 0.07 0.39
O 0.82120 0.97882 0.90977 0.16 0.11 0.18
H 1.56029 0.25709 6.54871 0.00 0.00 0.00
H 1.51802 -0.86004 4.30278 0.00 0.00 0.01
H 0.91370 2.89315 2.41809 0.02 0.00 -0.02
H 0.98635 4.04629 4.63853 -0.01 0.00 0.00
```
Forces are in eV/Å.